ORCA calculation (ωB97M-V with the def2-TZVPD basis set) on a cluster of 9 separate species, C42H111N9O12 in total at a distorted geometry.

Its relative energy (zero: lowest compared OMol25 entry of this formula, charge and spin) is 177.51 kcal/mol. Its SMILES is COC[C@H](C)N.COC[C@H](C)N.COC[C@H](C)N.COC[C@H](C)N.COC[C@H](C)N.COC[C@H](C)N.COCCNCCOC.COCCNCCOC.COCCNCCOC. Its HOMO-LUMO gap is 8.986 eV. As for the lowest unoccupied orbital energy: 0.3 eV. The energy is -3061.94842 hartree. For the HOMO energy, the calculation gives -8.68 eV.

Last column: Löwdin charge in e.
Cartesian coordinates (Å):
C (0.491, 8.265, 0.566)  -0.108
O (-0.365, 8.684, 1.632)  -0.163
C (-0.156, 10.011, 2.038)  -0.243
C (1.181, 10.466, 2.381)  -0.482
C (1.645, 10.025, 3.774)  -0.068
N (1.247, 11.910, 2.518)  0.043
H (0.883, 8.972, -0.165)  0.089
H (0.035, 7.444, 0.013)  0.084
H (1.346, 7.797, 1.053)  0.085
H (-0.502, 10.563, 1.164)  0.129
H (-0.717, 10.155, 2.961)  0.140
H (1.877, 10.080, 1.637)  0.126
H (0.931, 10.310, 4.547)  0.077
H (2.579, 10.458, 4.134)  0.072
H (1.781, 8.953, 3.916)  0.073
H (0.494, 12.330, 1.992)  0.066
H (2.109, 12.052, 2.011)  0.078
C (2.838, 13.536, 11.442)  -0.088
O (3.600, 12.385, 11.847)  -0.213
C (4.975, 12.702, 11.803)  -0.223
C (5.818, 11.383, 12.077)  -0.413
C (7.303, 11.678, 12.102)  -0.077
N (5.632, 10.501, 10.945)  0.016
H (3.195, 14.450, 11.917)  0.086
H (1.892, 13.318, 11.938)  0.087
H (2.781, 13.454, 10.357)  0.094
H (5.186, 13.152, 10.833)  0.117
H (5.189, 13.465, 12.551)  0.116
H (5.418, 10.894, 12.966)  0.138
H (8.081, 10.958, 11.851)  0.079
H (7.477, 11.944, 13.145)  0.072
H (7.489, 12.564, 11.494)  0.074
H (4.640, 10.343, 10.842)  0.063
H (5.924, 10.933, 10.080)  0.072
C (16.275, 12.129, 11.072)  -0.117
O (16.201, 11.966, 12.448)  -0.208
C (15.045, 12.324, 13.176)  -0.203
C (14.866, 13.852, 13.149)  -0.355
C (16.107, 14.689, 13.827)  -0.038
N (13.616, 14.084, 13.957)  0.013
H (17.208, 11.674, 10.738)  0.090
H (16.431, 13.178, 10.820)  0.076
H (15.414, 11.645, 10.612)  0.095
H (14.154, 11.929, 12.689)  0.117
H (15.118, 11.958, 14.201)  0.129
H (14.884, 14.184, 12.111)  0.112
H (17.010, 14.096, 13.684)  0.058
H (15.963, 14.796, 14.902)  0.057
H (16.171, 15.670, 13.357)  0.059
H (13.776, 13.912, 14.940)  0.058
H (13.228, 15.016, 13.946)  0.059
C (11.085, 19.717, 1.136)  -0.107
O (10.140, 20.688, 1.580)  -0.189
C (9.929, 21.825, 0.757)  -0.191
C (11.236, 22.588, 0.405)  -0.456
C (11.990, 23.154, 1.631)  -0.057
N (10.863, 23.709, -0.368)  0.012
H (10.967, 19.332, 0.124)  0.086
H (10.868, 18.937, 1.867)  0.092
H (12.117, 20.066, 1.160)  0.074
H (9.618, 21.518, -0.242)  0.109
H (9.118, 22.498, 1.035)  0.124
H (11.893, 21.989, -0.225)  0.130
H (12.353, 22.260, 2.138)  0.061
H (11.401, 23.628, 2.416)  0.083
H (12.873, 23.766, 1.453)  0.076
H (11.099, 24.601, 0.043)  0.073
H (10.909, 23.644, -1.375)  0.079
C (13.244, 12.396, 1.377)  -0.058
O (14.343, 11.446, 1.232)  -0.212
C (14.986, 10.931, 2.374)  -0.224
C (15.922, 11.964, 2.933)  -0.413
C (16.973, 12.298, 1.835)  -0.064
N (16.770, 11.529, 4.066)  0.009
H (13.156, 12.802, 0.369)  0.092
H (13.482, 13.121, 2.155)  0.073
H (12.340, 11.937, 1.777)  0.079
H (14.284, 10.702, 3.175)  0.120
H (15.461, 9.983, 2.120)  0.131
H (15.397, 12.787, 3.417)  0.130
H (17.652, 13.129, 2.030)  0.070
H (16.444, 12.619, 0.938)  0.066
H (17.616, 11.431, 1.685)  0.078
H (17.428, 10.798, 3.837)  0.058
H (17.361, 12.277, 4.399)  0.064
C (7.345, 4.130, 5.067)  -0.108
O (7.670, 4.932, 3.932)  -0.196
C (7.193, 6.287, 3.936)  -0.162
C (7.610, 6.980, 2.561)  -0.413
C (9.066, 7.332, 2.448)  -0.100
N (6.890, 8.226, 2.235)  0.021
H (8.027, 4.191, 5.915)  0.079
H (7.223, 3.062, 4.889)  0.083
H (6.392, 4.479, 5.464)  0.077
H (6.107, 6.261, 3.852)  0.115
H (7.529, 6.866, 4.796)  0.124
H (7.427, 6.239, 1.783)  0.133
H (9.413, 8.133, 3.100)  0.080
H (9.316, 7.737, 1.467)  0.069
H (9.702, 6.447, 2.467)  0.077
H (7.363, 8.613, 1.430)  0.058
H (7.046, 8.901, 2.970)  0.064
C (9.596, 14.335, 5.803)  -0.148
O (9.848, 13.090, 6.374)  -0.182
C (11.174, 12.834, 6.855)  -0.201
C (11.887, 13.917, 7.595)  -0.228
N (12.716, 14.722, 6.724)  -0.057
C (13.135, 16.003, 7.304)  -0.235
C (14.341, 16.574, 6.635)  -0.187
O (15.477, 15.651, 6.855)  -0.217
C (16.415, 16.022, 7.906)  -0.093
H (9.060, 15.080, 6.390)  0.086
H (8.820, 13.985, 5.122)  0.080
H (10.280, 14.706, 5.040)  0.089
H (11.689, 12.292, 6.061)  0.124
H (11.037, 12.128, 7.674)  0.114
H (12.482, 13.595, 8.450)  0.118
H (11.173, 14.607, 8.045)  0.124
H (13.530, 14.204, 6.426)  0.106
H (13.346, 15.994, 8.373)  0.115
H (12.380, 16.757, 7.083)  0.120
H (14.557, 17.551, 7.068)  0.120
H (14.131, 16.587, 5.566)  0.122
H (15.846, 16.112, 8.831)  0.068
H (16.859, 16.999, 7.711)  0.080
H (17.180, 15.325, 8.249)  0.080
C (27.123, 12.188, 6.455)  -0.149
O (25.783, 12.416, 6.246)  -0.202
C (24.844, 11.563, 7.027)  -0.183
C (23.353, 11.636, 6.722)  -0.189
N (22.940, 10.898, 5.500)  -0.047
C (23.146, 9.389, 5.578)  -0.168
C (23.033, 9.019, 4.132)  -0.221
O (24.132, 9.584, 3.399)  -0.204
C (24.674, 9.000, 2.309)  -0.147
H (27.743, 12.711, 5.727)  0.096
H (27.237, 11.113, 6.312)  0.075
H (27.298, 12.239, 7.530)  0.084
H (24.934, 11.851, 8.075)  0.114
H (25.139, 10.515, 6.979)  0.097
H (23.151, 12.697, 6.574)  0.115
H (22.817, 11.247, 7.588)  0.117
H (23.486, 11.159, 4.691)  0.086
H (22.515, 8.797, 6.241)  0.120
H (24.172, 9.214, 5.901)  0.097
H (22.102, 9.195, 3.594)  0.124
H (23.000, 7.935, 4.022)  0.114
H (25.126, 8.022, 2.476)  0.087
H (25.538, 9.554, 1.942)  0.091
H (23.857, 8.991, 1.588)  0.093
C (17.117, 20.460, 17.115)  -0.149
O (16.732, 20.419, 15.793)  -0.212
C (17.228, 21.521, 14.991)  -0.185
C (16.711, 21.452, 13.547)  -0.156
N (15.424, 22.185, 13.296)  -0.072
C (14.343, 21.685, 14.095)  -0.238
C (13.028, 22.225, 13.555)  -0.253
O (12.701, 21.639, 12.347)  -0.200
C (11.418, 21.954, 11.882)  -0.105
H (18.198, 20.450, 17.253)  0.089
H (16.771, 19.580, 17.657)  0.085
H (16.567, 21.261, 17.610)  0.087
H (18.311, 21.435, 14.908)  0.115
H (16.900, 22.417, 15.518)  0.122
H (16.273, 20.465, 13.397)  0.107
H (17.531, 21.660, 12.860)  0.113
H (15.011, 22.076, 12.381)  0.097
H (14.327, 22.019, 15.132)  0.117
H (14.365, 20.596, 14.144)  0.121
H (12.937, 23.300, 13.405)  0.127
H (12.305, 21.948, 14.323)  0.119
H (11.504, 21.691, 10.828)  0.088
H (11.213, 23.021, 11.964)  0.092
H (10.692, 21.238, 12.268)  0.091